Entry 1:
{"formula": "C31H30FeIN9S", "method": "wB97M-V/def2-TZVPD", "symbols": ["Fe", "C", "C", "C", "C", "C", "C", "N", "C", "C", "C", "C", "C", "C", "N", "N", "C", "C", "C", "C", "C", "N", "H", "H", "H", "H", "H", "H", "H", "H", "H", "H", "H", "H", "H", "S", "C", "C", "C", "C", "C", "N", "H", "H", "H", "H", "I", "C", "C", "N", "N", "C", "H", "H", "H", "N", "C", "N", "C", "C", "C", "C", "C", "H", "H", "H", "H", "H", "H", "H", "H", "H", "H"], "positions_angstrom": [[0.93666, 0.93826, -0.22145], [3.20946, -0.92964, 4.41395], [2.80716, -1.83394, 3.44525], [1.86586, -1.48284, 2.49615], [1.29406, -0.20684, 2.51565], [1.69176, 0.69176, 3.51605], [2.64996, 0.34106, 4.43975], [0.39446, 0.23516, 1.56295], [-0.82324, 0.70566, 1.94995], [-1.56354, 0.23076, 3.03305], [-2.83184, 0.73806, 3.27765], [-3.35534, 1.75286, 2.48795], [-2.61464, 2.29076, 1.44935], [-1.36224, 1.75936, 1.15675], [-0.49154, 2.21076, 0.21135], [-0.60394, 3.42296, -0.25175], [0.47736, 4.01676, -0.74415], [0.40156, 5.37406, -1.14725], [1.54706, 6.02536, -1.51395], [2.76446, 5.33586, -1.48275], [2.75106, 4.00406, -1.11615], [1.65896, 3.33696, -0.77725], [3.94186, -1.21384, 5.15605], [3.22786, -2.83034, 3.43155], [1.55346, -2.19504, 1.74815], [1.23696, 1.67336, 3.52365], [2.96976, 1.06266, 5.17825], [-1.13404, -0.53324, 3.66705], [-3.41114, 0.33936, 4.09905], [-4.34304, 2.13936, 2.69355], [-2.97774, 3.12196, 0.86805], [-0.56224, 5.85796, -1.12175], [1.51726, 7.06236, -1.81665], [3.68986, 5.82666, -1.73795], [3.67496, 3.43966, -1.08085], [3.76016, 0.87516, -0.21515], [3.30916, -0.75734, -0.39535], [4.20856, -1.83694, -0.37665], [3.73526, -3.09694, -0.64265], [2.37186, -3.27424, -0.88955], [1.54886, -2.16804, -0.84815], [1.99736, -0.94034, -0.61785], [5.24786, -1.65244, -0.16035], [4.40606, -3.94404, -0.66865], [1.96956, -4.25154, -1.10205], [0.48766, -2.24274, -1.02535], [-0.23134, 0.77366, -6.65265], [0.64426, 1.10276, -4.78745], [1.91436, 1.57196, -4.52215], [2.02896, 1.59466, -3.18455], [0.91836, 1.17916, -2.58605], [0.06156, 0.87366, -3.53765], [2.69766, 1.87656, -5.18425], [2.81006, 1.88046, -2.60305], [-0.91504, 0.51086, -3.29865], [-1.01044, -0.35274, -0.99175], [-1.97154, -0.95634, -0.77855], [-3.06814, -1.61504, -0.57865], [-3.88394, -2.05854, -1.69225], [-3.83624, -3.58284, -1.80555], [-4.24964, -4.21354, -0.47555], [-3.35484, -3.70214, 0.65505], [-3.40674, -2.17394, 0.71535], [-3.52284, -1.59204, -2.61015], [-4.91314, -1.72644, -1.51415], [-2.82074, -3.89154, -2.06325], [-4.50124, -3.91584, -2.60365], [-4.19254, -5.30284, -0.53765], [-5.28834, -3.94774, -0.26065], [-2.32224, -4.01754, 0.48865], [-3.68104, -4.11594, 1.60955], [-2.71564, -1.78004, 1.46345], [-4.41914, -1.83764, 0.96895]], "forces_ev_per_a": [[1.61, -0.41, -1.32], [0.04, -0.01, 0.10], [0.15, -0.08, 0.14], [-0.30, 0.33, -0.05], [0.53, -0.39, 0.88], [-0.11, -0.14, -0.24], [0.08, -0.08, 0.15], [-1.02, 0.22, 0.07], [1.11, -0.18, -0.83], [-0.82, 0.08, 0.61], [0.87, -0.58, 0.15], [-0.22, 0.67, -0.59], [-0.34, -0.11, 0.33], [-0.64, -0.17, 0.20], [0.90, 2.31, -0.59], [-3.00, -1.20, 1.61], [2.60, 0.29, -1.13], [-0.38, -0.77, 0.29], [0.51, -0.09, -0.09], [-0.37, 0.21, -0.06], [0.27, 0.01, 0.01], [-1.13, 0.26, 0.33], [0.08, -0.01, 0.00], [0.05, -0.05, -0.02], [-0.02, -0.05, -0.09], [0.05, 0.09, 0.01], [0.01, 0.02, 0.09], [-0.01, -0.06, 0.00], [-0.04, -0.01, 0.06], [-0.05, 0.05, 0.03], [-0.10, 0.06, -0.13], [-0.07, 0.05, 0.00], [-0.02, 0.06, 0.01], [0.09, 0.00, -0.02], [0.09, -0.09, 0.01], [-0.10, 0.78, 0.26], [0.08, 0.11, -0.27], [-0.15, -0.10, 0.01], [-0.16, 0.06, 0.02], [-0.05, -0.02, 0.01], [0.02, -0.45, -0.22], [0.01, -0.32, 0.03], [0.09, 0.06, -0.02], [0.06, -0.06, 0.04], [-0.09, -0.08, -0.03], [-0.14, -0.09, 0.00], [0.24, 0.11, 0.44], [-0.04, 0.00, -0.60], [-0.27, -0.12, -0.05], [0.03, 0.11, -0.27], [0.00, -0.02, 0.91], [0.14, 0.05, -0.22], [0.22, 0.05, -0.08], [-0.01, -0.25, 0.02], [-0.21, -0.09, 0.07], [0.26, 0.07, 0.10], [0.54, 0.46, -0.23], [-0.61, -0.17, 0.07], [-0.13, -0.33, -0.57], [-0.22, 0.08, 0.16], [0.29, -0.06, -0.02], [-0.25, 0.16, -0.04], [0.10, -0.35, 0.57], [-0.05, 0.06, 0.11], [0.04, 0.01, -0.04], [0.04, 0.00, -0.04], [0.02, 0.05, -0.06], [-0.06, 0.06, 0.00], [-0.06, -0.04, 0.02], [0.04, -0.02, 0.01], [0.04, 0.02, 0.06], [-0.11, 0.04, -0.08], [0.07, -0.01, 0.05]], "charge": 0, "homo_lumo_gap_ev": [6.02, 5.89], "s2": 6.3307, "multiplicity": 5, "de_lowest_ev": 1.132}

=====

Entry 2:
{"formula": "C17H14NP", "method": "wB97M-V/def2-TZVPD", "symbols": ["C", "C", "C", "C", "C", "C", "H", "H", "P", "C", "C", "C", "C", "C", "C", "H", "H", "H", "H", "H", "C", "N", "C", "C", "C", "C", "H", "H", "H", "H", "H", "H", "H"], "positions_angstrom": [[4.06021, 0.29940, 1.09612], [3.25460, 1.36711, 1.45952], [1.88082, 1.22705, 1.46055], [1.29168, 0.02164, 1.08350], [2.10542, -1.04934, 0.73619], [3.48237, -0.90605, 0.73812], [4.10631, -1.74243, 0.45671], [1.66834, -1.99629, 0.45206], [-0.53830, -0.06561, 1.19901], [-0.95839, 1.31722, 0.07261], [-0.21214, 1.60937, -1.06341], [-0.58902, 2.65494, -1.88409], [-1.70663, 3.41615, -1.57905], [-2.45095, 3.12980, -0.44801], [-2.07686, 2.08288, 0.37615], [-2.65278, 1.85296, 1.26255], [-3.32217, 3.72227, -0.20768], [-1.99620, 4.23301, -2.22438], [-0.00999, 2.87869, -2.76880], [0.65874, 1.01654, -1.30295], [-0.85424, -1.46547, 0.05348], [-1.22069, -1.16968, -1.18295], [-1.49033, -2.15833, -2.01489], [-1.41314, -3.49612, -1.65880], [-1.04676, -3.80834, -0.35723], [-0.76978, -2.77637, 0.52054], [-0.49495, -2.96413, 1.54921], [-0.98549, -4.83818, -0.03398], [-1.64108, -4.27066, -2.37466], [-1.78215, -1.85864, -3.01377], [1.24840, 2.05758, 1.74555], [3.70025, 2.30899, 1.74518], [5.13496, 0.40670, 1.09462]], "forces_ev_per_a": [[0.09, -0.05, -0.03], [0.05, 0.09, 0.03], [-0.03, -0.07, 0.01], [-0.11, -0.07, 0.22], [-0.13, 0.06, -0.03], [0.17, -0.04, 0.00], [0.05, -0.05, -0.02], [0.02, -0.03, -0.04], [0.08, 0.23, -0.13], [-0.01, -0.08, 0.38], [-0.05, 0.12, 0.00], [0.15, -0.02, -0.10], [-0.11, 0.06, 0.03], [-0.13, 0.17, -0.11], [0.13, -0.15, 0.05], [-0.04, 0.01, 0.06], [-0.05, 0.04, 0.02], [-0.02, 0.06, -0.04], [0.04, 0.02, -0.06], [0.04, -0.02, -0.03], [-0.10, -0.10, 0.38], [0.01, 0.20, -0.19], [-0.08, -0.39, -0.24], [0.02, -0.01, 0.07], [0.01, -0.01, -0.08], [-0.04, 0.08, -0.09], [-0.01, -0.05, 0.06], [0.00, -0.05, 0.01], [-0.03, -0.04, -0.07], [-0.04, -0.08, -0.10], [0.01, 0.09, 0.02], [0.03, 0.07, 0.02], [0.08, 0.01, 0.00]], "smiles": "c1ccc(P(c2ccccc2)c2ccccn2)cc1", "charge": 0, "homo_lumo_gap_ev": 9.21}

=====

Entry 3:
{"formula": "C27H43BrN2O2P2Ti", "method": "wB97M-V/def2-TZVPD", "symbols": ["C", "C", "C", "C", "N", "C", "C", "C", "C", "C", "C", "C", "C", "C", "Ti", "P", "H", "H", "H", "H", "H", "H", "H", "H", "C", "C", "H", "H", "H", "H", "H", "C", "C", "H", "H", "H", "H", "H", "C", "C", "H", "H", "H", "H", "H", "Br", "P", "C", "C", "H", "H", "H", "H", "H", "C", "C", "H", "H", "H", "H", "H", "C", "C", "H", "H", "H", "H", "H", "N", "C", "C", "O", "O", "H", "H", "H", "H", "H"], "positions_angstrom": [[2.75693, 4.55779, -0.38437], [1.73281, 3.78615, -0.97230], [1.66730, 3.71047, -2.39173], [2.43214, 4.63673, -3.11006], [3.25003, 5.50651, -2.52216], [3.45950, 5.44055, -1.21248], [0.81208, 3.12281, -0.09949], [-0.06695, 2.55970, 0.57160], [-1.36584, 2.25173, 1.12766], [-1.73395, 1.10556, 2.00835], [-3.08852, 0.52100, 1.79003], [-4.00171, 1.41928, 1.21509], [-3.73120, 2.78988, 1.05343], [-2.37969, 3.19232, 0.99993], [-1.00845, -0.67720, 1.30322], [1.52598, -0.59370, 0.39476], [1.03014, 3.02481, -2.94663], [2.96887, 4.53709, 0.67946], [2.38497, 4.68581, -4.19900], [4.20371, 6.11115, -0.78420], [-2.09102, 4.22318, 0.80611], [-1.35700, 1.20872, 3.03361], [-4.52852, 3.52168, 0.91529], [-3.49006, -0.41822, 2.24523], [2.42251, -2.24051, 0.41721], [3.68814, -2.45864, -0.44011], [1.66506, -2.99729, 0.15053], [2.67357, -2.41850, 1.47938], [4.09169, -3.47494, -0.26608], [3.51760, -2.34117, -1.52121], [4.48190, -1.75376, -0.16133], [1.70757, -0.08247, -1.36980], [2.99472, 0.56096, -1.88057], [0.86751, 0.60113, -1.53868], [1.49967, -0.98210, -1.96283], [2.95094, 0.66307, -2.97812], [3.16788, 1.55988, -1.45611], [3.87085, -0.05493, -1.66168], [2.69237, 0.51675, 1.32428], [4.21531, 0.31982, 1.24310], [2.37680, 0.41449, 2.37207], [2.39100, 1.52991, 1.01792], [4.72270, 1.06975, 1.87179], [4.53707, -0.67645, 1.57733], [4.58674, 0.46619, 0.22216], [-5.77658, 0.63481, 0.85101], [-1.97383, -1.57115, -0.98420], [-0.84596, -2.43140, -2.19912], [-1.33557, -3.73621, -2.82366], [0.08041, -2.62297, -1.64120], [-0.57752, -1.69721, -2.96989], [-0.50396, -4.19715, -3.38216], [-1.67893, -4.43724, -2.04980], [-2.16818, -3.57690, -3.52760], [-3.25321, -2.85765, -0.49832], [-4.44221, -3.07033, -1.44348], [-3.60945, -2.50505, 0.48788], [-2.70806, -3.80447, -0.32298], [-5.15423, -3.75062, -0.95458], [-4.96254, -2.12967, -1.66863], [-4.13864, -3.53597, -2.39223], [-2.82397, -0.28932, -1.98443], [-3.19261, -0.66540, -3.39489], [-2.12688, 0.54597, -1.99619], [-3.67237, 0.06588, -1.39860], [-3.66079, 0.17029, -3.91278], [-2.33303, -0.97243, -3.97882], [-3.89675, -1.48788, -3.44286], [0.23246, -0.48119, 5.89854], [0.02485, -1.70272, 5.01137], [-0.31484, -1.20660, 3.68131], [-1.22133, -1.74790, 2.92384], [0.36592, -0.23115, 3.25101], [0.96830, 0.17496, 5.54590], [0.56223, -0.76024, 6.83840], [-0.63767, 0.06457, 6.06080], [0.96549, -2.26567, 4.96879], [-0.69372, -2.36701, 5.48698]], "forces_ev_per_a": [[-0.34, 0.38, -0.69], [0.94, -0.08, -0.27], [0.03, 0.79, 0.49], [-0.06, -0.39, 0.52], [0.40, 0.19, -0.15], [-0.27, -0.58, 0.12], [-2.16, -1.67, 1.06], [1.04, 1.29, -0.78], [0.10, 0.06, 0.97], [-0.96, -0.10, -0.19], [0.30, 1.86, 0.02], [-1.10, -1.16, 0.23], [0.20, -0.19, -0.06], [-0.57, -0.22, -0.62], [1.33, 0.50, -1.91], [1.77, -0.46, -0.59], [-0.12, 0.16, 0.41], [-0.30, 0.02, -0.08], [-0.06, -0.06, 0.27], [-0.14, -0.08, -0.18], [-0.29, -0.16, -0.35], [0.11, -0.29, -0.26], [0.20, -0.37, -0.10], [0.60, 0.89, -0.24], [-0.31, -0.20, 0.22], [0.24, 0.08, 0.04], [0.24, 0.14, 0.11], [-0.13, 0.00, -0.31], [-0.33, 0.47, -0.11], [-0.12, -0.11, 0.39], [-0.27, -0.31, -0.17], [-0.59, 0.04, -0.22], [0.41, 0.08, -0.04], [0.04, -0.02, -0.18], [-0.03, 0.14, 0.13], [-0.09, 0.04, 0.42], [-0.08, -0.35, -0.11], [-0.17, 0.11, -0.09], [-0.43, 0.11, 0.43], [0.10, 0.09, -0.26], [0.10, 0.14, -0.24], [0.26, -0.27, 0.17], [-0.28, -0.28, -0.14], [-0.17, 0.36, 0.02], [-0.05, -0.05, 0.34], [1.18, 0.88, 0.18], [-0.45, -0.88, -0.27], [0.26, 0.24, 0.42], [-0.16, -0.10, -0.22], [-0.14, -0.07, -0.12], [-0.07, -0.11, 0.16], [-0.39, 0.09, 0.24], [0.20, 0.09, -0.35], [0.35, -0.02, 0.26], [0.30, 0.44, 0.19], [-0.06, -0.21, 0.01], [0.01, -0.25, -0.35], [-0.22, 0.45, 0.01], [0.14, 0.23, -0.19], [0.11, -0.29, 0.16], [-0.09, 0.18, 0.34], [0.25, 0.08, 0.51], [-0.39, -0.18, -0.52], [0.17, 0.25, -0.02], [-0.17, -0.07, 0.01], [0.06, 0.10, 0.03], [0.23, 0.07, -0.11], [-0.11, -0.07, 0.07], [0.55, 0.26, 0.86], [0.30, -0.41, 1.86], [0.00, 1.24, -3.26], [0.82, -0.48, 2.32], [-0.83, -1.44, 0.84], [-0.77, -0.61, -0.25], [-0.22, -0.07, -0.35], [0.50, -0.38, -0.34], [-0.06, 0.31, -0.03], [-0.27, 0.25, -0.09]], "charge": 2, "homo_lumo_gap_ev": [6.37, 7.27], "s2": 2.0959, "multiplicity": 3, "de_lowest_ev": 2.898}

=====

| no. | molecular weight (g/mol) |
| --- | --- |
| 1 | 743.460 |
| 2 | 263.280 |
| 3 | 617.372 |